[1]
Here is a structure of composition C38H51Br22FO2 at a distorted geometry from the Open Molecules 2025 dataset. Energies are from ωB97M-V/def2-TZVPD.

Geometry (Å):
C 8.194 4.469 -3.038
C 6.901 4.757 -3.572
C 5.406 4.412 -4.237
C 5.145 4.277 -5.867
C 3.663 3.898 -6.458
C 2.417 3.664 -5.389
C 2.691 3.822 -3.748
C 4.173 4.201 -3.145
F 4.351 4.307 -1.659
C 1.350 3.529 -2.794
O 1.012 4.297 -1.735
C 0.427 2.228 -3.296
C -0.205 1.116 -2.225
C -1.102 -0.110 -2.901
C -1.405 -0.231 -4.533
C -0.770 0.874 -5.563
C 0.152 2.077 -4.937
C 0.886 3.229 -5.903
O 0.290 3.760 -6.989
H 9.265 4.298 -2.539
H 6.030 4.461 -6.644
H 3.409 3.775 -7.618
H -0.012 1.214 -1.051
H -1.567 -0.954 -2.230
H -2.086 -1.117 -4.952
H -0.936 0.833 -6.744
Br -0.198 -1.097 -8.284
C 0.148 -3.015 -8.185
C -1.061 -3.763 -7.673
Br -1.251 -3.561 -5.742
H 1.037 -3.147 -7.561
H 0.381 -3.314 -9.210
H -0.947 -4.838 -7.836
H -2.000 -3.429 -8.122
Br -1.668 -7.104 -3.968
C -0.348 -6.312 -2.771
C -1.011 -5.486 -1.694
Br -1.609 -3.765 -2.392
H 0.344 -5.738 -3.394
H 0.184 -7.161 -2.333
H -0.298 -5.239 -0.903
H -1.885 -5.971 -1.251
Br 3.132 -1.419 -3.896
C 4.452 -0.626 -2.699
C 3.789 0.200 -1.623
Br 3.191 1.921 -2.321
H 5.144 -0.053 -3.322
H 4.984 -1.475 -2.261
H 4.502 0.447 -0.831
H 2.915 -0.285 -1.180
Br -2.604 -0.414 0.934
C -1.678 -0.194 2.637
C -0.565 0.820 2.527
Br 0.992 0.066 1.626
H -1.334 -1.186 2.944
H -2.446 0.150 3.336
H -0.206 1.109 3.520
H -0.849 1.719 1.974
Br 5.853 2.811 0.733
C 7.028 1.300 0.358
C 8.462 1.748 0.199
Br 8.753 2.580 -1.542
H 6.629 0.798 -0.528
H 6.925 0.638 1.222
H 9.139 0.890 0.220
H 8.777 2.473 0.955
Br -0.324 1.202 5.852
C 0.583 -0.140 6.939
C 1.773 -0.720 6.211
Br 1.213 -2.004 4.852
H -0.166 -0.889 7.212
H 0.903 0.392 7.839
H 2.404 -1.291 6.897
H 2.382 0.034 5.705
Br -2.284 -3.201 7.192
C -2.388 -4.845 6.148
C -1.884 -4.631 4.740
Br -3.206 -3.697 3.651
H -3.427 -5.186 6.190
H -1.754 -5.560 6.680
H -1.727 -5.589 4.236
H -0.962 -4.046 4.693
Br -7.869 -0.119 6.562
C -6.694 -1.630 6.187
C -5.260 -1.182 6.028
Br -4.969 -0.350 4.287
H -7.093 -2.132 5.301
H -6.798 -2.292 7.051
H -4.583 -2.040 6.049
H -4.946 -0.457 6.784
Br -5.289 -2.602 10.709
C -4.382 -3.945 11.795
C -3.192 -4.525 11.067
Br -3.752 -5.808 9.709
H -5.131 -4.693 12.069
H -4.062 -3.413 12.696
H -2.561 -5.096 11.754
H -2.583 -3.771 10.562
Br -10.187 3.269 3.639
C -9.261 3.489 5.342
C -8.147 4.504 5.232
Br -6.591 3.749 4.330
H -8.917 2.497 5.648
H -10.029 3.833 6.040
H -7.789 4.792 6.224
H -8.432 5.403 4.679
Br 5.141 4.246 -10.354
C 3.526 4.679 -11.360
C 2.628 5.608 -10.577
Br 1.662 4.646 -9.181
H 3.049 3.731 -11.621
H 3.882 5.165 -12.272
H 1.851 6.027 -11.222
H 3.167 6.423 -10.087

energy	-1587955.739	eV
multiplicity	1
charge	0

---

[2]
Here is a structure of composition C25H29BrI2N7O5SV at a distorted geometry from the Open Molecules 2025 dataset. Energies are from ωB97M-V/def2-TZVPD.

Geometry (Å):
V -0.393 -0.063 0.965
I 3.263 -1.368 1.568
C 3.263 -1.926 -0.472
I 2.088 -0.630 -1.673
H 2.833 -2.917 -0.535
H 4.279 -1.883 -0.842
N -1.029 -1.232 4.756
C -1.160 -0.749 3.541
O -0.143 -0.523 2.835
C -2.490 -0.469 2.921
C -2.231 0.390 1.690
H -0.114 -1.501 5.085
H -1.830 -1.401 5.339
H -3.176 -0.017 3.643
H -2.910 -1.438 2.635
H -2.049 1.439 1.956
H -3.024 0.324 0.951
N -4.807 -7.143 0.359
C -3.733 -6.312 0.534
C -2.697 -6.279 -0.412
C -1.636 -5.415 -0.260
C -1.587 -4.567 0.843
C -2.599 -4.598 1.797
C -3.666 -5.456 1.644
S -0.226 -3.507 1.078
O -0.057 -3.295 2.490
O 0.864 -3.968 0.269
N -0.693 -2.011 0.514
C -1.148 -1.781 -0.756
N -1.394 -2.672 -1.694
C -1.855 -2.176 -2.844
C -2.069 -0.823 -3.071
C -1.755 0.044 -2.040
N -1.298 -0.441 -0.894
H -4.718 -7.902 -0.294
H -5.395 -7.334 1.152
H -2.733 -6.944 -1.265
H -0.837 -5.391 -0.986
H -2.529 -3.969 2.675
H -4.450 -5.487 2.390
H -2.058 -2.903 -3.622
H -2.443 -0.457 -4.014
H -1.832 1.119 -2.126
C 2.987 3.997 -3.251
C 1.636 4.518 -2.748
C 0.856 5.188 -3.887
C 1.835 5.501 -1.587
C 0.847 3.373 -2.262
N 0.227 2.481 -1.886
H 3.581 4.841 -3.605
H 2.858 3.297 -4.076
H 3.542 3.499 -2.455
H 1.439 6.027 -4.269
H -0.104 5.566 -3.538
H 0.681 4.490 -4.706
H 2.379 6.373 -1.951
H 2.415 5.048 -0.784
H 0.880 5.836 -1.182
Br 5.614 2.435 -0.479
C 4.233 3.206 0.546
C 4.441 4.417 1.197
N 3.508 5.004 1.941
C 2.337 4.394 2.068
C 2.045 3.182 1.448
C 3.012 2.574 0.659
C 0.720 2.564 1.674
O -0.151 2.989 2.374
O 0.555 1.400 0.968
H 5.395 4.923 1.113
H 1.589 4.876 2.687
H 2.814 1.637 0.157

energy	-169827.423	eV
⟨S²⟩	0.77
multiplicity	2
charge	+1

---

[3]
Here is a cluster of 2 separate species, C3H8N2 in total at a distorted geometry from the Open Molecules 2025 dataset. Energies are from ωB97M-V/def2-TZVPD.

Geometry (Å):
H 2.095 0.906 -0.131
N 1.373 1.582 -0.342
C 0.561 1.171 -1.214
N -0.414 1.967 -1.745
H 0.602 0.148 -1.606
H -0.767 2.689 -1.131
H -1.180 1.542 -2.250
C -0.554 -2.231 1.096
C -0.205 -1.149 1.755
H -1.593 -2.449 0.895
H 0.181 -2.919 0.703
H -0.924 -0.411 2.086
H 0.826 -0.847 1.885

energy	-6219.781	eV
multiplicity	1
charge	0